[1]
42
Properties=species:S:1:pos:R:3:lowdin_charge:R:1 method="wB97M-V/def2-TZVPD" multiplicity=2 total_energy_ev=-25286.0225 largest_force_ev_per_a=4.26 lumo_ev="2.51 / 2.45" e_homo_ev="0.327 / -9.126" e_above_lowest_ev=0.100 charge=-1 gap_ev="2.18 / 11.58"
C -0.927 -5.166 0.562 -0.231
C -1.225 -3.790 0.062 -0.396
N -1.424 -2.746 -0.347 0.122
H -1.110 -5.183 1.636 0.038
H 0.133 -5.340 0.376 0.052
H -1.593 -5.927 0.156 0.046
C 2.103 1.685 -3.695 -0.087
C 3.213 2.460 -3.074 -0.276
N 4.064 3.121 -2.610 0.104
H 1.762 2.249 -4.563 0.076
H 1.449 1.562 -2.832 0.047
H 2.410 0.679 -3.980 0.059
C 0.314 0.444 -0.082 -0.091
C -0.249 1.664 0.593 -0.270
N -0.637 2.567 1.146 0.132
H 1.166 0.187 0.548 0.057
H 0.630 0.516 -1.123 0.033
H -0.354 -0.410 0.029 0.040
C -2.770 5.137 0.671 -0.100
C -1.721 6.146 0.458 -0.280
N -0.881 6.938 0.317 0.107
H -3.825 5.409 0.692 0.076
H -2.452 4.506 1.501 0.050
H -2.756 4.462 -0.185 0.068
C -1.798 1.963 4.810 -0.090
C -3.231 1.799 4.915 -0.336
N -4.354 1.675 4.968 0.118
H -1.318 1.123 5.313 0.075
H -1.590 2.960 5.199 0.084
H -1.567 1.853 3.751 0.056
C 2.135 -2.791 1.062 -0.130
C 2.961 -3.677 0.194 -0.323
N 3.584 -4.380 -0.499 0.097
H 1.276 -3.391 1.363 0.034
H 1.813 -1.865 0.587 0.027
H 2.741 -2.561 1.937 0.062
C 0.350 -2.521 -3.578 -0.126
C 1.377 -1.945 -2.704 -0.273
N 2.157 -1.434 -2.053 0.160
H 0.346 -3.611 -3.566 0.063
H 0.458 -2.188 -4.610 0.062
H -0.660 -2.181 -3.349 0.063



[2]
42
Properties=species:S:1:pos:R:3:lowdin_charge:R:1 method="wB97M-V/def2-TZVPD" smiles=CC#N.CC#N.CC#N.CC#N.CC#N.CC#N.CC#N multiplicity=1 total_energy_ev=-25286.7443 largest_force_ev_per_a=3.32 lumo_ev=0.51 e_homo_ev=-11.507 e_above_lowest_ev=0.532 charge=0 gap_ev=12.02
C -2.011 0.635 -2.649 -0.086
C -2.276 -0.785 -2.576 -0.241
N -2.514 -1.905 -2.456 0.144
H -2.068 1.052 -3.643 0.074
H -0.995 0.953 -2.284 0.067
H -2.611 1.362 -2.096 0.050
C -0.574 -4.540 -1.693 -0.057
C -0.791 -4.721 -0.222 -0.239
N -0.896 -4.994 0.886 0.136
H 0.453 -4.120 -1.857 0.099
H -1.340 -3.901 -2.081 0.011
H -0.704 -5.469 -2.183 0.060
C -0.972 4.740 -2.937 -0.088
C -2.100 4.263 -2.185 -0.297
N -3.098 4.117 -1.591 0.138
H -0.984 5.789 -2.684 0.082
H -0.989 4.643 -4.027 0.088
H -0.041 4.264 -2.579 0.052
C 4.658 -0.577 2.077 -0.078
C 4.560 0.645 2.847 -0.311
N 4.329 1.525 3.507 0.136
H 4.366 -0.397 1.048 0.062
H 4.056 -1.345 2.611 0.088
H 5.667 -1.015 2.074 0.085
C 0.244 -3.102 2.902 -0.101
C 1.153 -2.842 1.800 -0.321
N 1.824 -2.543 0.933 0.135
H -0.763 -2.741 2.539 0.088
H 0.592 -2.509 3.765 0.086
H 0.268 -4.152 3.159 0.063
C -2.836 2.003 1.175 -0.076
C -1.887 0.988 1.598 -0.272
N -1.228 0.209 2.094 0.153
H -3.801 1.832 1.717 0.102
H -3.121 2.113 0.127 0.038
H -2.544 2.996 1.475 0.076
C 1.713 0.918 0.490 -0.072
C 0.894 1.830 -0.277 -0.235
N 0.283 2.612 -0.872 0.162
H 2.217 1.505 1.243 0.073
H 2.557 0.597 -0.158 0.093
H 1.310 0.069 0.985 0.030



[3]
46
Properties=species:S:1:pos:R:3:lowdin_charge:R:1 method="wB97M-V/def2-TZVPD" multiplicity=2 total_energy_ev=-42798.0768 largest_force_ev_per_a=0.57 lumo_ev="-3.08 / -3.32" e_homo_ev="-10.476 / -10.727" e_above_lowest_ev=0.000 charge=+1 gap_ev="7.39 / 7.41"
Ru 0.752 -0.123 -0.297 1.034
C 0.120 1.227 3.721 -0.014
C 0.018 0.743 2.313 -0.248
N 1.025 0.699 1.491 -0.151
N 2.247 1.082 1.948 0.015
C 3.159 1.089 1.011 -0.800
N 4.411 1.425 1.351 0.100
S 2.842 0.719 -0.672 0.645
C -1.248 0.297 1.749 -0.198
C -2.458 0.397 2.430 0.012
C -3.623 0.018 1.794 -0.029
C -3.561 -0.442 0.484 -0.030
C -2.329 -0.525 -0.131 -0.102
N -1.192 -0.187 0.490 -0.013
H 1.158 1.416 3.972 0.069
H -0.288 0.488 4.412 0.093
H -0.446 2.152 3.852 0.097
H 4.590 1.781 2.275 0.112
H 5.107 1.548 0.638 0.091
H -2.476 0.782 3.439 0.118
H -4.574 0.092 2.305 0.120
H -4.451 -0.733 -0.055 0.115
H -2.223 -0.878 -1.147 0.109
N -0.675 -3.846 -1.649 0.211
C -0.094 -2.806 -1.049 -0.505
O -0.026 -1.705 -1.634 -0.107
C 0.434 -2.959 0.350 -0.178
C 1.468 -1.858 0.578 -0.276
H -1.015 -3.752 -2.593 0.128
H -0.699 -4.750 -1.212 0.123
H 0.843 -3.965 0.484 0.120
H -0.420 -2.874 1.029 0.120
H 2.370 -2.132 0.023 0.050
H 1.746 -1.778 1.629 0.060
O 1.746 -0.423 -3.476 -0.098
H 2.339 -1.175 -3.569 0.055
H 2.262 0.338 -3.766 0.049
N -0.615 1.131 -2.794 0.000
C -1.186 2.190 -3.396 -0.075
C -1.061 3.258 -2.538 -0.048
C -0.374 2.745 -1.428 -0.130
N -0.109 1.458 -1.598 -0.106
H -0.405 0.215 -3.167 0.122
H -1.619 2.111 -4.379 0.124
H -1.405 4.265 -2.694 0.102
H -0.061 3.244 -0.525 0.115